[1]
{"formula": "C3H18O6", "method": "ωB97M-V with the def2-TZVPD basis set", "species": ["O", "O", "O", "O", "O", "O", "C", "C", "C", "H", "H", "H", "H", "H", "H", "H", "H", "H", "H", "H", "H", "H", "H", "H", "H", "H", "H"], "xyz": [[-1.87012, 3.12179, 0.12026], [-0.17937, -2.21076, -0.87033], [-0.75548, -1.86582, 2.92451], [-0.92661, 0.26826, 0.39363], [-0.96521, 1.55292, -4.10511], [2.05296, 0.24661, 2.34042], [-1.19474, 0.76569, -2.94492], [1.94296, 1.56825, 2.88895], [1.03818, -2.67695, -1.43738], [-0.71316, -2.95941, -0.58689], [-2.25817, 0.67169, -2.72403], [-0.08103, 1.30870, -4.39934], [2.36139, 0.32693, 1.43723], [1.52829, -3.38669, -0.77082], [0.91237, -3.13332, -2.42460], [0.88932, 1.83140, 3.03386], [-0.17813, -1.62463, 3.65904], [-0.76556, 1.21876, -2.03935], [-2.16578, 3.34770, -0.76814], [-1.62263, -2.00245, 3.32379], [-0.54449, 0.21800, 1.28023], [2.34297, 1.53724, 3.90783], [2.48317, 2.27598, 2.26551], [-0.75527, -0.60880, 0.00533], [-0.76976, -0.24396, -2.94388], [1.65476, -1.79282, -1.59701], [-1.46084, 2.24568, 0.03121]], "smiles": "CO.CO.CO.O.O.O", "relative_energy_kcal_mol": 44.8}

[2]
{"formula": "C3H19N2O6", "method": "ωB97M-V with the def2-TZVPD basis set", "species": ["O", "O", "O", "O", "O", "O", "N", "N", "C", "C", "C", "H", "H", "H", "H", "H", "H", "H", "H", "H", "H", "H", "H", "H", "H", "H", "H", "H", "H", "H"], "xyz": [[0.48478, -2.06446, -3.93596], [-2.45374, 1.63199, -0.90699], [-2.32227, -4.24657, 0.31120], [-0.55178, -2.43745, -1.18212], [1.56195, 4.57585, 1.33361], [-1.82040, 2.81177, 2.45760], [1.58901, 1.31220, 0.39489], [2.96304, 1.48448, 0.19057], [1.85893, -1.11899, 0.83960], [1.10677, 0.15624, 0.66246], [-0.38695, 0.11316, 0.83875], [-0.73018, 0.93661, 1.44944], [-0.03177, -1.51262, -4.53282], [-0.02254, -2.34054, -1.98688], [2.93152, -0.99788, 0.78930], [-1.73822, 2.26200, -1.06111], [2.38016, 5.06920, 1.44453], [-0.60429, -3.38875, -1.03422], [1.60254, -1.53535, 1.81543], [1.85710, 3.71566, 0.97998], [1.52219, -1.84620, 0.10811], [-0.90151, 0.09118, -0.11199], [-2.29084, 2.72337, 1.62026], [-1.12515, 3.45605, 2.27232], [-2.75952, -4.45694, 1.14249], [3.46400, 1.10508, 0.99872], [-2.78711, -3.47142, -0.02579], [-2.93418, 1.58473, -1.73999], [-0.65400, -0.81397, 1.34705], [0.79246, -2.79845, -4.47841]], "charge": -1}

[3]
{"formula": "C3H19O6", "method": "ωB97M-V with the def2-TZVPD basis set", "species": ["O", "O", "O", "O", "O", "O", "C", "C", "C", "H", "H", "H", "H", "H", "H", "H", "H", "H", "H", "H", "H", "H", "H", "H", "H", "H", "H", "H"], "xyz": [[3.09996, -2.90769, 0.21456], [-1.87075, 4.53933, -3.20941], [-2.09874, 2.33211, 0.98785], [-4.22271, -1.59910, 3.20561], [-3.09771, -1.45034, -2.33366], [-4.88161, 5.35514, 3.02713], [5.31430, -3.26477, -0.07441], [4.19957, -1.07100, -0.85440], [4.09503, -2.59355, -0.75953], [-5.68647, 5.41111, 2.51206], [-4.98297, 6.02415, 3.70418], [4.44031, -0.98523, -1.91402], [-4.02329, -1.68579, -2.39754], [5.28580, -4.35410, -0.09992], [-3.73630, -1.68851, 4.02515], [-1.88772, 2.87737, 0.22642], [5.56650, -2.99421, 0.95091], [-2.65161, -2.27758, -2.15231], [-2.61044, 1.53064, 0.85595], [3.24029, -0.60768, -0.62371], [3.94150, -3.11766, -1.70285], [2.99676, -3.85922, 0.14021], [-2.69753, 2.90864, 1.46812], [-4.51084, -2.48829, 2.99931], [6.18799, -3.07891, -0.69908], [-2.25874, 4.16313, -3.99946], [-2.12335, 5.46227, -3.23408], [4.97270, -0.58027, -0.26319]], "charge": 1, "relative_energy_kcal_mol": 72.3}

[4]
{"formula": "C3H19O7S", "method": "ωB97M-V with the def2-TZVPD basis set", "species": ["S", "O", "O", "O", "O", "O", "O", "O", "C", "C", "C", "H", "H", "H", "H", "H", "H", "H", "H", "H", "H", "H", "H", "H", "H", "H", "H", "H", "H", "H"], "xyz": [[2.07892, 1.11866, -1.59271], [-1.25435, -1.50768, -2.74567], [-1.11887, 2.63635, 1.73548], [-2.63171, 0.99466, 0.68177], [0.67121, 0.83437, 2.21997], [3.18783, 1.45629, 1.66851], [-2.62177, -1.09796, -0.59397], [1.30026, -2.93102, -2.47088], [0.89067, -0.64309, 0.25038], [0.24116, -0.34276, 1.62401], [0.56607, 0.42511, -0.75335], [3.54264, 0.60065, 1.43673], [-1.80047, -1.11478, -1.99070], [0.56054, -1.63662, -0.07033], [0.07536, 1.66196, 2.09380], [-1.06658, 3.39889, 1.14463], [2.63391, 1.81118, -0.56906], [-1.38035, -2.44413, -2.90294], [-1.84562, 1.89441, 1.26580], [-0.85276, -0.21416, 1.49205], [-3.51876, 1.28832, 0.72481], [0.57292, -2.29123, -2.58904], [0.10158, 1.34020, -0.33924], [2.26506, 1.30692, 1.94987], [2.02610, -2.37898, -2.74769], [-2.51722, -0.25822, 0.04928], [-0.07551, 0.10001, -1.59249], [0.32806, -1.13860, 2.37418], [-2.29396, -1.87551, -0.18776], [1.93565, -0.99328, 0.43458]], "charge": -1, "relative_energy_kcal_mol": 0.0}

[5]
{"formula": "C3H20N2O10", "method": "ωB97M-V with the def2-TZVPD basis set", "species": ["O", "O", "O", "O", "O", "O", "O", "O", "O", "O", "N", "N", "C", "C", "C", "H", "H", "H", "H", "H", "H", "H", "H", "H", "H", "H", "H", "H", "H", "H", "H", "H", "H", "H", "H"], "xyz": [[-3.21393, 1.65708, -0.24967], [2.87293, 0.81877, -2.54531], [-0.92253, -0.14760, 3.78894], [2.95473, -1.51020, -1.71408], [1.31044, 2.46192, -1.43244], [-0.70646, 2.71529, 0.76134], [1.39016, -3.33166, 1.83155], [-1.65982, 1.44617, -2.22313], [-0.15305, -0.97450, -1.91315], [0.86891, -2.19004, -0.41149], [-0.69790, -0.59960, 0.23310], [-2.63448, 0.37918, 2.43514], [0.07303, -1.23213, -0.75212], [-1.39452, -0.12931, 2.66709], [-0.79202, -1.13970, 1.59515], [0.72016, -3.76773, 2.35228], [-2.83888, 1.73095, -1.20611], [-0.88387, 1.98495, -1.97359], [-2.63091, 2.25125, 0.17922], [-0.14342, 2.49809, -0.03827], [0.99234, -2.54666, 0.46073], [3.67248, -1.92715, -1.22729], [1.71531, 1.64942, -1.57678], [-2.93460, 0.70768, 1.48000], [-0.09963, 2.66266, 1.45141], [2.10190, -1.82122, -1.25952], [2.14206, -3.05002, 2.46506], [2.11078, 3.04445, -1.77731], [-1.35802, -2.07611, 1.54819], [3.00540, 0.74514, -3.47849], [2.70893, -0.14369, -2.20981], [-1.23009, 0.66573, -2.37705], [0.28254, -1.37307, 1.90113], [-1.42383, -0.06698, -0.08615], [-3.20417, 0.60862, 3.30141]], "smiles": "NC(=O)CNC(=O)O.O.O.O.O.O.O.O", "relative_energy_kcal_mol": 51.0}

[6]
{"formula": "C3H20N2O10", "method": "ωB97M-V with the def2-TZVPD basis set", "species": ["O", "O", "O", "O", "O", "O", "O", "O", "O", "O", "N", "N", "C", "C", "C", "H", "H", "H", "H", "H", "H", "H", "H", "H", "H", "H", "H", "H", "H", "H", "H", "H", "H", "H", "H"], "xyz": [[1.31106, 0.32937, 2.02223], [-2.02480, -1.06388, -2.79222], [1.24651, 1.59747, -1.94917], [3.50442, -1.18206, 0.34042], [1.21662, -0.88767, -1.17613], [-0.98336, 1.63039, 2.94932], [2.12639, 2.71448, 0.72932], [-2.79490, 1.65640, 0.89613], [-0.53158, 2.78548, -1.49129], [-0.56351, -3.36102, -2.72423], [-0.39700, 0.60924, -0.64081], [-1.60038, -1.36514, 0.97400], [0.24321, -0.61073, -0.48411], [-0.33002, -1.69779, 0.40993], [0.03313, 1.74831, -1.36546], [-3.74433, 1.46328, 0.98816], [-1.51499, -0.82054, 1.81468], [2.95200, 2.88533, 1.20137], [-0.29361, -2.55026, -0.28701], [-1.90839, -0.82738, -1.86041], [-2.96867, -1.07398, -3.02902], [-2.31216, -2.06415, 0.95479], [-0.35520, 1.98032, 2.28778], [4.01998, -1.82610, -0.16839], [-1.08678, 0.91513, 0.05144], [1.96899, 0.02344, 2.64186], [-1.26685, -2.68132, -2.85164], [-0.44129, 0.95088, 3.32035], [0.21181, -2.79024, -2.92018], [2.10128, 3.26754, -0.07385], [2.73753, -0.88505, -0.18829], [1.77389, 0.91568, 1.40598], [1.61682, 0.68765, -1.86874], [0.46680, -2.03278, 1.08639], [-2.41263, 1.55968, 1.79682]], "smiles": "NCC(=O)NC(=O)O.O.O.O.O.O.O.O", "relative_energy_kcal_mol": 24.0}

Table of electronic energy (eV), in record order: -15686.636; -18682.648; -15695.009; -28588.904; -26891.204; -26892.373